1:
Entry from the OMol25 dataset: 2 unconnected molecules or ions with the total composition C6H15NOSi (the ωB97M-V functional and the def2-TZVPD basis).

Atoms and positions in Å:
C1 3.099 0.422 0.625
C2 2.121 1.471 1.058
C3 1.237 1.936 0.009
N1 0.515 2.675 -0.548
O1 -0.231 3.260 -1.275
H1 2.574 -0.406 0.147
H2 3.676 0.135 1.588
H3 3.851 0.937 -0.024
H4 2.640 2.341 1.547
H5 1.450 0.838 1.782
C4 -2.380 0.109 0.745
Si1 -1.082 -0.724 -0.357
C5 -0.513 -2.382 0.296
C6 -1.808 -0.958 -2.053
H6 -3.222 0.360 0.122
H7 -2.844 -0.501 1.543
H8 -1.971 0.838 1.339
H9 0.031 0.273 -0.428
H10 -1.270 -3.127 0.034
H11 0.551 -2.503 -0.158
H12 -0.487 -2.248 1.340
H13 -2.081 0.016 -2.284
H14 -1.170 -1.236 -2.878
H15 -2.685 -1.526 -2.171

As for the SMILES: CCC#[N+][O-].C[SiH](C)C. As for the molar mass: 145.28 g/mol.

---

2:
Entry from the OMol25 dataset: 2 unconnected molecules or ions with the total composition C6H15NOSi (the ωB97M-V functional and the def2-TZVPD basis).

Atoms and positions in Å:
C1 2.898 -1.492 -0.660
C2 0.706 0.626 2.205
C3 -2.504 1.311 -0.031
C4 -1.423 -1.670 0.657
C5 -0.467 -0.054 -2.062
C6 0.398 1.011 0.780
N1 3.255 -0.364 -1.148
O1 0.992 1.804 0.166
Si1 -0.987 0.044 -0.202
H1 2.159 -1.265 0.123
H2 -0.114 0.813 2.889
H3 0.812 -0.451 2.127
H4 1.633 0.999 2.559
H5 -3.306 1.006 0.542
H6 -2.211 2.182 0.536
H7 -2.898 1.778 -0.925
H8 -1.524 -1.462 1.733
H9 -2.233 -2.331 0.383
H10 -0.608 -2.375 0.451
H11 0.443 -0.675 -2.330
H12 -1.385 -0.623 -2.468
H13 -0.446 0.825 -2.596
H14 2.961 0.627 -0.796
H15 3.848 -0.264 -1.934

As for the molar mass: 145.28 g/mol.

---

Stability summary: most stable 2, least stable 1.

---

1:
Entry from the OMol25 dataset: 2 unconnected molecules or ions with the total composition C3H11N4 (the ωB97M-V functional and the def2-TZVPD basis).

Atoms and positions in Å:
C1 -1.239 -2.100 0.848
C2 0.855 2.010 0.677
C3 0.555 1.242 -1.636
N1 -1.090 -0.890 0.513
N2 -1.075 -3.242 1.044
N3 0.812 0.844 -0.198
N4 -0.992 -4.546 0.802
H1 0.152 1.848 1.472
H2 1.789 2.296 1.183
H3 0.617 2.948 0.261
H4 0.526 0.422 -2.248
H5 -0.334 1.748 -1.824
H6 1.483 1.827 -1.858
H7 -0.145 -0.416 0.414
H8 1.648 0.320 -0.381
H9 -1.843 -0.217 0.366
H10 -0.739 -4.994 1.659
H11 -0.889 -4.718 -0.151

Its total charge is +1. As for the molar mass: 103.15 g/mol.

---

2:
Entry from the OMol25 dataset: a gas-phase ion, C3H11N4 (charge +1) (the ωB97M-V functional and the def2-TZVPD basis).

Atoms and positions in Å:
C1 -2.876 0.016 0.106
N1 -1.511 0.459 -0.199
C2 -0.313 -0.421 0.542
N2 0.925 -0.292 0.003
N3 1.763 0.785 0.370
C3 3.020 0.594 0.284
N4 3.678 -0.491 -0.172
H1 -3.053 -0.964 -0.333
H2 -3.010 -0.047 1.183
H3 -3.605 0.718 -0.298
H4 -1.339 0.434 -1.210
H5 -1.372 1.428 0.108
H6 -0.344 -0.050 1.564
H7 -0.707 -1.434 0.459
H8 1.138 -0.757 -0.871
H9 3.625 1.446 0.556
H10 4.680 -0.532 -0.112
H11 3.199 -1.376 -0.268

As for the SMILES: C[NH2+]CN/N=C\N. Its total charge is +1. As for the molar mass: 103.15 g/mol.

---

Stability summary: most stable 2, least stable 1.

---

1:
Entry from the OMol25 dataset: a molecular structure, C2H4ClNO2 (the ωB97M-V functional and the def2-TZVPD basis).

Atoms and positions in Å:
C1 -0.919 -0.605 0.113
C2 0.220 0.312 -0.372
N1 0.230 1.514 0.270
O1 -0.664 -1.929 -0.011
O2 -1.989 -0.236 0.543
Cl1 2.048 -0.907 0.387
H1 0.710 0.219 -1.405
H2 0.772 2.316 0.014
H3 -0.446 1.511 0.989
H4 0.040 -2.196 -0.528

As for the molar mass: 109.51 g/mol.

---

2:
Entry from the OMol25 dataset: 2 unconnected molecules or ions with the total composition C2H4ClNO2 (the ωB97M-V functional and the def2-TZVPD basis).

Atoms and positions in Å:
C1 -1.250 -0.193 0.400
C2 -0.776 -0.849 -0.797
N1 0.880 1.370 0.826
O1 -2.108 0.159 1.128
O2 1.795 0.267 0.898
Cl1 0.956 1.919 -0.811
H1 -0.959 -0.205 -1.748
H2 0.461 -0.881 -0.762
H3 -1.165 -1.854 -0.968
H4 2.165 0.266 1.834

As for the molar mass: 109.51 g/mol.

---

3:
Entry from the OMol25 dataset: C2H4ClNO2 in the gas phase (the ωB97M-V functional and the def2-TZVPD basis).

Atoms and positions in Å:
C1 1.426 -0.650 -0.173
O1 0.490 -0.611 0.895
N1 -0.856 -0.179 0.219
Cl1 -1.828 -1.331 -0.363
C2 -1.246 1.144 0.217
O2 -2.129 1.600 -0.428
H1 2.368 -1.006 0.134
H2 1.499 0.403 -0.569
H3 0.973 -1.179 -0.958
H4 -0.696 1.808 1.025

As for the SMILES: CON(Cl)C=O. As for the molar mass: 109.51 g/mol.

---

Stability summary: most stable 1, least stable 2.

---

1:
Entry from the OMol25 dataset: a gas-phase ion, CH7N6 (charge +1) (the ωB97M-V functional and the def2-TZVPD basis).

Atoms and positions in Å:
H1 3.576 -0.064 1.011
N1 3.596 -0.217 0.013
N2 2.521 0.027 -0.432
C1 1.314 0.336 -0.072
N3 0.613 -0.541 0.440
N4 -1.105 -0.219 0.315
N5 -1.340 1.095 -0.099
N6 -1.788 -1.098 -0.503
H2 0.838 1.248 -0.361
H3 -1.358 -0.229 1.308
H4 -1.711 1.857 0.513
H5 -1.750 1.256 -0.940
H6 -1.102 -1.589 -1.150
H7 -2.304 -1.861 -0.043

As for the SMILES: [H]/N=N\C=N\[NH+](N)N. Its total charge is +1. As for the molar mass: 103.11 g/mol.

---

2:
Entry from the OMol25 dataset: a molecular structure, CH7N6 (the ωB97M-V functional and the def2-TZVPD basis).

Atoms and positions in Å:
C1 0.499 -0.281 -0.386
N1 -2.789 0.050 -0.090
N2 -1.818 0.895 -0.038
N3 -1.980 -1.006 -0.190
N4 -0.874 -0.166 -0.015
N5 1.219 -1.272 0.221
N6 1.019 1.324 0.102
H1 0.770 -0.020 -1.373
H2 -2.239 -1.904 0.218
H3 2.184 -1.468 -0.111
H4 1.031 -1.401 1.290
H5 0.838 1.987 -0.808
H6 1.910 1.550 0.580
H7 0.229 1.713 0.600

Its total charge is +1. As for the molar mass: 103.11 g/mol.

---

Stability summary: most stable 2, least stable 1.